Molecular formula: C39H40Cl2CuN4O6S
Method: DFT, ωB97M-V with the def2-TZVPD basis set

ORCA input file:
```
! RIJCOSX wB97M-V def2-TZVPD def2/J DEFGRID3
* xyz 0 2
Cu -0.50 -1.29 -0.15
O 2.10 -7.55 -0.88
C 1.75 -6.86 -1.84
O 1.60 -7.05 -3.05
C 1.41 -5.35 -1.42
C 1.07 -4.42 -2.39
C 0.64 -3.17 -1.99
N 0.61 -2.82 -0.70
C 0.96 -3.70 0.24
C 1.36 -4.99 -0.09
C 0.78 -3.24 1.63
C 1.47 -3.80 2.69
C 1.17 -3.37 3.97
C 0.20 -2.39 4.14
C -0.41 -1.85 3.02
N -0.13 -2.27 1.79
C 0.04 -2.20 -2.92
C 0.18 -2.27 -4.31
C -0.54 -1.39 -5.10
C -1.39 -0.48 -4.49
C -1.45 -0.45 -3.11
N -0.74 -1.28 -2.35
H 1.09 -4.73 -3.42
H 1.59 -5.72 0.67
H 2.23 -4.55 2.53
H 1.68 -3.79 4.83
H -0.07 -2.03 5.12
H -1.13 -1.06 3.11
H 0.82 -3.01 -4.76
H -0.45 -1.43 -6.18
H -2.00 0.19 -5.08
H -2.08 0.25 -2.58
C -0.19 5.13 -2.47
C 0.25 4.14 -3.54
C -0.28 2.73 -3.30
S 0.67 1.79 -2.02
O 1.22 2.78 -1.07
C 2.07 1.33 -3.14
C 3.32 1.14 -2.29
C 3.16 -0.03 -1.31
H 0.23 6.11 -2.66
H 0.14 4.79 -1.49
H -1.28 5.22 -2.46
H 1.34 4.12 -3.58
H -0.10 4.48 -4.52
H -0.24 2.11 -4.19
H -1.31 2.77 -2.95
H 2.20 2.12 -3.88
H 1.77 0.40 -3.63
H 3.50 2.05 -1.73
H 4.17 0.96 -2.95
H 2.35 0.16 -0.61
H 4.08 -0.16 -0.73
H 2.95 -0.96 -1.84
C -4.51 -3.56 -0.75
C -3.51 -2.55 -0.23
C -4.07 -1.34 0.44
O -2.32 -2.77 -0.35
H -5.45 -3.50 -0.21
H -4.09 -4.56 -0.70
H -4.70 -3.33 -1.80
H -5.10 -1.13 0.15
H -3.43 -0.49 0.25
H -4.05 -1.53 1.52
Cl 0.45 1.29 5.14
C 1.60 1.70 3.91
C 2.69 0.87 3.75
C 3.67 1.19 2.82
C 3.56 2.36 2.09
C 2.46 3.18 2.27
Cl 2.36 4.66 1.37
C 1.43 2.87 3.16
N 0.37 3.75 3.35
C -1.00 3.33 3.45
C -1.72 3.67 4.59
C -3.05 3.30 4.73
C -3.67 2.58 3.71
C -2.97 2.29 2.55
C -1.64 2.68 2.39
C -0.96 2.48 1.05
C -0.60 1.04 0.71
O -1.39 0.45 -0.11
O 0.39 0.45 1.15
H 2.79 -0.02 4.36
H 4.52 0.54 2.67
H 4.32 2.64 1.37
H 0.48 4.61 2.83
H -1.22 4.21 5.38
H -3.59 3.56 5.62
H -4.70 2.27 3.82
H -3.47 1.78 1.73
H -0.07 3.09 0.98
H -1.66 2.79 0.27
*
```

Its expectation value of S² is 0.752. The value obtained for the HOMO energy (alpha / beta) is -0.289 / -0.289 Eh. As for the energy relative to the best compared isomer or geometry (same formula, charge and spin): 57.1 kJ/mol. The gap between HOMO and LUMO (alpha / beta) comes out at 7.12 / 6.64 eV.

=====

Molecular formula: C39H40GeN2OV
Method: DFT, ωB97M-V with the def2-TZVPD basis set

ORCA input file:
```
! RIJCOSX wB97M-V def2-TZVPD def2/J DEFGRID3
* xyz 2 2
V 0.31 0.79 0.90
C 2.86 -0.85 2.57
C 1.57 -0.09 2.74
C 0.34 -0.78 2.90
C 0.30 -2.25 3.18
C -0.87 -0.05 2.90
C -2.14 -0.82 3.14
C -0.86 1.38 2.90
C -2.16 2.13 3.02
C 0.37 2.06 2.87
C 0.47 3.56 2.91
C 1.58 1.32 2.77
C 2.88 2.08 2.71
H 3.37 -0.95 3.53
H 3.52 -0.33 1.89
H 2.69 -1.84 2.17
H -0.39 -2.78 2.52
H -0.07 -2.38 4.20
H 1.27 -2.72 3.11
H -2.23 -1.67 2.46
H -3.04 -0.22 3.06
H -2.11 -1.23 4.16
H -2.48 2.13 4.07
H -2.96 1.66 2.45
H -2.09 3.16 2.70
H 1.17 3.92 2.15
H 0.87 3.87 3.88
H -0.48 4.06 2.76
H 3.01 2.59 1.75
H 3.74 1.43 2.86
H 2.90 2.84 3.49
O 1.67 0.34 -0.22
C 2.27 0.89 -1.29
C 3.52 0.41 -1.66
C 4.16 0.97 -2.75
C 3.56 2.00 -3.47
C 2.32 2.48 -3.10
C 1.65 1.94 -1.99
C 0.35 2.45 -1.58
N -0.33 2.14 -0.46
C -1.48 2.91 -0.48
C -1.49 3.67 -1.60
N -0.34 3.37 -2.28
H 3.97 -0.39 -1.10
H 5.13 0.61 -3.04
H 4.07 2.43 -4.32
H 1.90 3.29 -3.66
H -2.21 2.85 0.31
H -2.21 4.38 -1.97
H -0.06 3.76 -3.16
C 0.54 -0.06 -5.30
C 1.30 -0.99 -4.61
C 0.96 -1.32 -3.30
C -0.13 -0.72 -2.68
C -0.90 0.21 -3.40
C -0.56 0.53 -4.71
Ge -0.67 -1.17 -0.89
C -2.60 -0.95 -0.76
C -3.25 -0.14 0.15
C -4.63 -0.03 0.18
C -5.39 -0.77 -0.71
C -4.76 -1.59 -1.64
C -3.38 -1.68 -1.67
C 0.05 -2.79 -0.15
C -0.84 -3.80 0.22
C -0.37 -5.01 0.70
C 1.00 -5.22 0.82
C 1.89 -4.22 0.46
C 1.42 -3.01 -0.03
H 0.80 0.18 -6.33
H 2.14 -1.46 -5.08
H 1.56 -2.05 -2.78
H -1.77 0.66 -2.95
H -1.17 1.23 -5.26
H -2.67 0.44 0.86
H -5.12 0.61 0.90
H -6.47 -0.70 -0.69
H -5.35 -2.16 -2.34
H -2.91 -2.32 -2.41
H -1.91 -3.65 0.13
H -1.06 -5.79 0.97
H 1.37 -6.16 1.19
H 2.96 -4.39 0.54
H 2.12 -2.23 -0.30
*
```

Its expectation value of S² is 1.129. The value obtained for the HOMO energy (alpha / beta) is -0.511 / -0.488 Eh. As for the energy relative to the best compared isomer or geometry (same formula, charge and spin): 0.0 kJ/mol. The gap between HOMO and LUMO (alpha / beta) comes out at 6.91 / 6.77 eV.

=====

Molecular formula: C39H40IN5O2SSiSr
Method: DFT, ωB97M-V with the def2-TZVPD basis set

ORCA input file:
```
! RIJCOSX wB97M-V def2-TZVPD def2/J DEFGRID3
* xyz -2 1
Sr 0.76 -1.51 1.03
C -0.80 -2.80 7.32
Si 0.80 -1.83 7.17
C 0.95 -0.82 8.77
C 2.28 -2.98 7.15
C 0.79 -0.60 5.75
C 0.87 0.76 5.98
C 0.87 1.67 4.92
C 0.80 1.14 3.64
N 0.72 -0.16 3.38
C 0.70 -1.05 4.40
S 0.56 -2.72 4.00
H -0.79 -3.41 8.23
H -0.93 -3.45 6.46
H -1.66 -2.12 7.37
H 0.96 -1.50 9.62
H 0.10 -0.14 8.90
H 1.87 -0.24 8.80
H 2.31 -3.58 8.06
H 3.21 -2.41 7.09
H 2.23 -3.64 6.29
H 0.93 1.14 7.00
H 0.94 2.73 5.08
H 0.82 1.80 2.78
C -2.14 8.45 -8.61
O -0.86 8.00 -8.27
C -0.80 7.02 -7.29
C -1.91 6.46 -6.65
C -1.74 5.48 -5.69
C -0.47 5.00 -5.31
C 0.64 5.59 -5.98
C 0.47 6.57 -6.94
N -0.40 4.03 -4.35
N 0.83 3.66 -4.07
C 1.03 2.68 -3.14
C 2.39 2.37 -2.90
C 2.80 1.40 -2.01
C 1.91 0.62 -1.26
O 2.30 -0.32 -0.43
C 0.52 0.93 -1.44
N -0.35 0.21 -0.67
C -1.64 0.40 -0.81
C -2.18 1.32 -1.71
C -1.33 2.08 -2.48
C 0.07 1.92 -2.37
H -2.01 9.21 -9.38
H -2.67 8.89 -7.76
H -2.76 7.64 -9.02
H -2.91 6.79 -6.90
H -2.60 5.05 -5.19
H 1.63 5.24 -5.71
H 1.32 7.00 -7.44
H 3.11 2.94 -3.47
H 3.86 1.20 -1.89
H -2.29 -0.22 -0.19
H -3.26 1.42 -1.80
H -1.69 2.81 -3.18
I 5.63 -4.41 4.68
C 5.14 -3.32 2.96
C 6.13 -2.89 2.09
C 5.74 -2.16 0.98
C 4.39 -1.91 0.77
N 3.44 -2.35 1.61
C 3.81 -3.04 2.69
H 7.17 -3.10 2.29
H 6.47 -1.79 0.28
H 4.02 -1.31 -0.06
H 3.01 -3.35 3.35
C -1.60 -5.37 -0.87
C -1.62 -3.83 -0.95
C -0.70 -3.44 -2.12
C -1.11 -3.20 0.34
C -3.04 -3.32 -1.16
C -4.10 -3.83 -0.41
C -5.39 -3.33 -0.54
C -5.66 -2.29 -1.41
C -4.61 -1.76 -2.16
C -3.33 -2.27 -2.04
H -0.57 -5.70 -0.71
H -1.97 -5.83 -1.79
H -2.20 -5.74 -0.03
H 0.29 -3.88 -1.94
H -0.56 -2.36 -2.16
H -1.07 -3.79 -3.08
H -1.77 -3.55 1.15
H -3.92 -4.62 0.30
H -6.19 -3.75 0.06
H -6.66 -1.89 -1.51
H -4.79 -0.93 -2.84
H -2.54 -1.82 -2.63
*
```

The value obtained for the HOMO energy (alpha / beta) is -0.051 / 0.008 Eh. As for the energy relative to the best compared isomer or geometry (same formula, charge and spin): 0.0 kJ/mol. The gap between HOMO and LUMO (alpha / beta) comes out at 4.47 / 2.86 eV.

=====

Molecular formula: C39H41BrN4SScSi2
Method: DFT, ωB97M-V with the def2-TZVPD basis set

ORCA input file:
```
! RIJCOSX wB97M-V def2-TZVPD def2/J DEFGRID3
* xyz -1 1
Sc -0.84 -0.40 0.61
C -4.42 -0.36 -1.19
Si -2.84 -1.47 -1.00
C -3.55 -3.18 -0.52
C -2.32 -1.72 -2.82
C -3.28 -2.14 -3.76
C -2.96 -2.32 -5.10
C -1.65 -2.09 -5.52
C -0.70 -1.68 -4.60
C -1.00 -1.50 -3.24
Si 0.37 -1.01 -1.99
C 1.24 0.45 -2.87
C 1.61 -2.45 -2.39
H -5.34 -0.94 -1.06
H -4.44 0.08 -2.19
H -4.45 0.46 -0.48
H -4.54 -3.32 -0.95
H -3.62 -3.32 0.56
H -2.90 -3.97 -0.91
H -4.30 -2.31 -3.44
H -3.71 -2.63 -5.80
H -1.38 -2.22 -6.56
H 0.32 -1.52 -4.95
H 1.39 0.24 -3.93
H 2.22 0.62 -2.43
H 0.66 1.37 -2.76
H 2.04 -2.31 -3.38
H 1.10 -3.42 -2.42
H 2.44 -2.52 -1.68
Br 0.82 -0.28 3.52
C -0.69 0.25 4.53
C -0.46 0.68 5.81
C -1.55 1.00 6.64
C -2.82 0.84 6.17
C -3.06 0.38 4.85
C -4.39 0.19 4.40
C -4.62 -0.25 3.14
C -3.53 -0.46 2.25
C -2.20 -0.27 2.58
C -1.99 0.11 3.95
H 0.55 0.75 6.17
H -1.37 1.35 7.65
H -3.67 1.04 6.80
H -5.21 0.39 5.09
H -5.63 -0.43 2.79
H -3.79 -0.76 1.24
N 0.24 -3.50 0.45
C 0.38 -4.71 1.00
C -0.20 -4.66 2.24
C -0.67 -3.34 2.36
N -0.39 -2.65 1.26
H 0.61 -3.14 -0.42
H 0.87 -5.51 0.47
H -0.28 -5.45 2.97
H -1.20 -2.86 3.17
C 3.71 3.07 -1.40
C 4.23 1.71 -1.07
C 5.43 1.21 -1.48
C 5.74 -0.12 -1.11
N 4.95 -0.87 -0.37
C 3.76 -0.37 0.06
S 2.66 -1.21 0.98
N 3.45 0.92 -0.32
C 7.01 -0.76 -1.59
H 4.44 3.63 -1.98
H 3.47 3.62 -0.48
H 2.78 2.99 -1.97
H 6.10 1.81 -2.08
H 2.53 1.25 -0.02
H 7.71 -0.02 -1.99
H 6.77 -1.47 -2.38
H 7.47 -1.31 -0.78
C 2.17 4.94 1.31
C 2.28 3.65 1.87
C 1.44 2.65 1.46
C 0.42 2.87 0.50
C -0.47 1.81 0.10
C -1.43 2.15 -0.83
C -1.55 3.45 -1.39
C -0.69 4.44 -1.01
C 0.32 4.17 -0.05
C 1.21 5.19 0.37
H 2.84 5.73 1.64
H 3.02 3.45 2.64
H 1.51 1.67 1.90
H -2.13 1.40 -1.19
H -2.32 3.65 -2.12
H -0.78 5.44 -1.42
H 1.12 6.18 -0.06
*
```

The value obtained for the HOMO energy is -0.128 Eh. As for the energy relative to the best compared isomer or geometry (same formula, charge and spin): 0.0 kJ/mol. The gap between HOMO and LUMO comes out at 5.82 eV.

=====

Molecular formula: C39H41N4O5STi
Method: DFT, ωB97M-V with the def2-TZVPD basis set

ORCA input file:
```
! RIJCOSX wB97M-V def2-TZVPD def2/J DEFGRID3
* xyz 0 2
Ti 0.92 0.01 -0.24
O 0.00 -0.70 -1.81
C 0.24 -1.23 -2.97
C -0.82 -1.48 -3.87
C -0.59 -2.08 -5.08
C 0.71 -2.45 -5.47
C 1.75 -2.19 -4.62
C 1.55 -1.58 -3.38
C 2.69 -1.33 -2.54
N 2.69 -0.76 -1.40
C 4.00 -0.60 -0.75
C 3.79 -0.24 0.72
N 2.72 0.73 0.70
C 2.96 1.95 1.04
C 2.11 3.06 0.74
C 2.35 4.28 1.39
C 1.67 5.42 1.04
C 0.75 5.36 -0.02
C 0.52 4.19 -0.69
C 1.17 2.99 -0.32
O 0.91 1.89 -0.98
H -1.81 -1.19 -3.57
H -1.42 -2.27 -5.75
H 0.88 -2.93 -6.43
H 2.76 -2.46 -4.91
H 3.65 -1.67 -2.96
H 4.54 0.22 -1.24
H 4.60 -1.51 -0.86
H 4.71 0.15 1.15
H 3.48 -1.12 1.29
H 3.91 2.18 1.54
H 3.09 4.31 2.18
H 1.85 6.36 1.56
H 0.21 6.25 -0.31
H -0.20 4.14 -1.49
C -2.47 -3.30 -0.77
O -1.27 -2.91 -0.14
C -0.13 -3.52 -0.52
C -0.06 -4.62 -1.37
C 1.17 -5.22 -1.62
C 2.32 -4.76 -1.02
C 2.26 -3.65 -0.18
C 1.05 -3.02 0.04
N 0.96 -1.81 0.82
N 0.99 -2.04 2.07
C 0.84 -0.98 2.94
C 0.31 0.25 2.56
O -0.03 0.54 1.33
C 0.11 1.26 3.56
C 0.44 1.02 4.85
C 0.96 -0.24 5.28
C 1.27 -0.48 6.63
C 1.75 -1.70 7.03
C 1.94 -2.72 6.08
C 1.65 -2.51 4.76
C 1.15 -1.26 4.33
H -3.23 -2.59 -0.45
H -2.77 -4.31 -0.47
H -2.37 -3.26 -1.86
H -0.96 -5.02 -1.82
H 1.21 -6.08 -2.28
H 3.27 -5.25 -1.19
H 3.14 -3.26 0.30
H -0.29 2.20 3.22
H 0.30 1.79 5.60
H 1.12 0.31 7.35
H 1.99 -1.88 8.07
H 2.31 -3.69 6.39
H 1.79 -3.29 4.03
C -4.61 2.18 1.97
C -4.95 2.14 0.48
C -4.17 1.06 -0.26
S -2.43 1.56 -0.60
O -2.23 2.90 0.01
C -2.58 1.83 -2.38
C -3.48 2.99 -2.76
C -3.37 3.33 -4.24
H -5.18 2.95 2.48
H -3.55 2.39 2.11
H -4.84 1.22 2.44
H -4.74 3.11 0.03
H -6.01 1.94 0.35
H -4.64 0.80 -1.22
H -4.11 0.15 0.33
H -2.89 0.88 -2.82
H -1.54 2.01 -2.70
H -3.21 3.85 -2.15
H -4.52 2.75 -2.51
H -2.35 3.61 -4.50
H -4.03 4.17 -4.50
H -3.65 2.48 -4.86
*
```

Its expectation value of S² is 0.763. The value obtained for the HOMO energy (alpha / beta) is -0.241 / -0.280 Eh. As for the energy relative to the best compared isomer or geometry (same formula, charge and spin): 0.0 kJ/mol. The gap between HOMO and LUMO (alpha / beta) comes out at 6.43 / 7.24 eV.